DFT (wB97M-V/def2-TZVPD) results for C4H12N4 in the gas phase at a distorted geometry.

## Properties
- HOMO (eV) = -6.80
- orbital gap (eV) = 7.71
- net charge = 0
- energy relative to the best compared isomer or geometry (same formula, charge and spin) (kJ/mol) = 377.1

Atoms and positions in Å:
C: 0.837 1.752 0.753
C: 0.780 -0.617 -0.213
N: 1.770 -0.362 -1.209
N: 0.989 -1.917 0.377
N: 0.407 0.398 0.636
H: 2.275 -1.172 -1.539
H: 2.308 0.476 -1.060
H: 1.952 -2.071 0.646
H: 0.392 -1.996 1.194
H: 1.810 1.866 1.245
H: 0.897 2.262 -0.226
H: 0.123 2.266 1.403
N: -0.880 -0.721 -0.979
C: -1.490 0.393 -0.167
C: -2.601 0.145 0.583
H: -0.870 -0.580 -1.985
H: -1.306 -1.615 -0.748
H: -1.443 1.322 -0.728
H: -3.184 0.979 0.945
H: -2.768 -0.808 1.071